Entry 1:
{"formula": "C33H45BF4FeN3OSi", "method": "ωB97M-V/def2-TZVPD", "e_homo_ev": [-0.64, -1.19], "charge": -2, "relative_energy_ev": 0.259, "spin_multiplicity": 6, "elements": ["Fe", "O", "C", "C", "C", "C", "C", "C", "N", "H", "H", "H", "H", "H", "H", "H", "H", "H", "H", "H", "C", "C", "C", "N", "C", "C", "H", "H", "H", "H", "H", "F", "B", "F", "F", "F", "C", "C", "C", "C", "C", "C", "C", "C", "N", "H", "H", "H", "H", "H", "H", "C", "Si", "C", "C", "C", "H", "H", "H", "H", "H", "H", "H", "H", "H", "H", "H", "C", "C", "C", "C", "C", "C", "C", "C", "C", "C", "H", "H", "H", "H", "H", "H", "H", "H", "H", "H", "H", "H"], "xyz": [[0.567013, -0.029113, -0.552164], [-1.629297, 0.067645, 0.233730], [-2.696159, 0.640137, 0.196291], [-3.997080, -0.038036, 0.524416], [-4.638294, -0.467374, -0.815293], [-4.636772, 0.563395, -1.962503], [-3.235838, 0.899972, -2.520141], [-2.526746, 2.023238, -1.752077], [-2.852000, 1.924826, -0.303329], [-4.649595, 0.663722, 1.056947], [-3.827360, -0.914979, 1.147945], [-5.660819, -0.791395, -0.610932], [-4.091044, -1.341210, -1.165678], [-5.164996, 1.480410, -1.661827], [-5.231143, 0.129131, -2.770199], [-3.288415, 1.169886, -3.575290], [-2.617744, -0.001721, -2.475585], [-2.858038, 3.004244, -2.089413], [-1.450371, 1.969466, -1.882551], [-3.799631, 2.233579, -0.150369], [5.467594, 0.492554, -1.959251], [5.128111, -0.037807, -0.726304], [3.797129, -0.342332, -0.478101], [2.834712, -0.147488, -1.372670], [3.161467, 0.352876, -2.562827], [4.469615, 0.687917, -2.896246], [6.495846, 0.750729, -2.185434], [5.874903, -0.210651, 0.038609], [3.461983, -0.755327, 0.471048], [2.352351, 0.488880, -3.270955], [4.683745, 1.097791, -3.874889], [0.044359, 0.630502, -2.856717], [-0.206788, 0.929551, -4.245928], [-1.179597, 0.036654, -4.732519], [1.007842, 0.776975, -4.960217], [-0.666888, 2.260693, -4.332285], [0.357554, -2.112326, -1.763894], [-0.899696, -2.702111, -1.615250], [-1.239554, -3.532788, -0.493098], [-2.484756, -4.081068, -0.343164], [-3.496474, -3.893818, -1.311650], [-3.174763, -3.111657, -2.441852], [-1.947061, -2.525307, -2.586271], [-4.800662, -4.451741, -1.141659], [-5.857646, -4.904493, -1.004355], [0.590952, -1.673439, -2.730517], [1.194398, -2.525238, -1.210854], [-0.477167, -3.701808, 0.259654], [-2.709391, -4.686319, 0.528752], [-3.928887, -2.978806, -3.210344], [-1.730762, -1.922975, -3.463595], [-0.412839, 4.698447, -0.646851], [0.655986, 3.679137, 0.527882], [2.129441, 4.816644, 0.912211], [-0.292400, 3.661648, 2.159588], [1.158129, 2.083962, -0.164795], [-0.371328, 5.765779, -0.400235], [-1.455337, 4.370540, -0.588418], [-0.077816, 4.571544, -1.684853], [1.806898, 5.781980, 1.322421], [2.719842, 5.006065, 0.007735], [2.795879, 4.341378, 1.643826], [-0.562754, 4.682897, 2.457967], [0.306392, 3.222702, 2.963621], [-1.211961, 3.072057, 2.069774], [2.079619, 1.740763, 0.325713], [1.406951, 2.254438, -1.225817], [0.542154, 0.283786, 2.984817], [0.873220, -1.161465, 2.617907], [-0.371572, -2.011364, 2.911129], [1.209705, -1.266578, 1.123947], [2.098993, -1.648479, 3.392798], [2.150355, -2.875972, 4.050053], [3.320375, -3.334133, 4.654265], [4.475539, -2.569043, 4.627388], [4.441175, -1.333472, 3.987388], [3.276390, -0.886562, 3.383420], [-0.199054, 0.657754, 2.279026], [1.413406, 0.935530, 2.899087], [0.146465, 0.364340, 4.006949], [-1.203473, -1.608646, 2.329966], [-0.634812, -1.991089, 3.979345], [-0.236615, -3.050369, 2.600378], [1.600646, -2.279585, 0.932968], [1.264839, -3.496804, 4.091142], [3.323727, -4.299672, 5.148064], [5.385756, -2.922863, 5.097868], [5.333841, -0.717030, 3.953511], [3.276100, 0.068284, 2.869622]], "forces_ev_per_a": [[0.4, -0.3, 0.7], [0.1, -0.3, -0.2], [-0.1, 0.2, 0.1], [-0.1, 0.0, 0.1], [0.1, 0.1, 0.0], [0.1, 0.0, 0.0], [0.0, 0.0, 0.1], [0.0, -0.1, 0.2], [0.2, 0.1, -0.2], [0.0, 0.0, 0.0], [0.0, 0.0, 0.0], [0.0, 0.0, 0.0], [0.0, 0.0, 0.0], [0.0, 0.0, 0.0], [0.0, 0.0, 0.0], [0.0, 0.0, 0.0], [-0.1, 0.1, 0.0], [0.0, 0.1, 0.0], [0.0, 0.0, 0.0], [-0.1, 0.0, 0.0], [0.1, 0.0, 0.0], [0.0, 0.0, 0.1], [0.1, -0.1, 0.1], [-0.2, 0.1, -0.2], [0.1, 0.0, -0.1], [-0.1, 0.0, -0.1], [0.0, 0.0, 0.0], [0.0, 0.0, 0.0], [0.0, 0.1, 0.0], [0.0, 0.0, 0.0], [0.0, 0.0, 0.0], [-0.1, 0.2, -0.5], [0.0, 0.0, 0.1], [0.3, 0.2, 0.0], [-0.4, 0.1, 0.2], [0.1, -0.4, -0.1], [0.0, 0.2, -0.2], [0.0, -0.1, -0.1], [-0.1, 0.1, 0.0], [0.0, 0.0, 0.0], [-0.2, -0.1, 0.1], [0.0, -0.1, -0.1], [0.1, -0.1, 0.0], [0.4, 0.1, -0.1], [0.0, 0.0, 0.0], [0.0, -0.1, 0.0], [-0.1, 0.0, 0.0], [0.0, 0.0, 0.0], [0.0, 0.0, 0.0], [0.0, 0.1, 0.0], [0.0, 0.0, 0.1], [-0.1, -0.1, -0.3], [-0.1, 0.2, 0.0], [0.2, 0.0, 0.1], [-0.1, -0.1, 0.2], [-0.1, -0.6, -0.4], [0.0, -0.1, 0.0], [0.1, 0.0, 0.0], [-0.1, 0.0, 0.1], [0.0, 0.0, 0.0], [-0.1, 0.0, 0.1], [0.0, 0.1, -0.1], [0.0, -0.1, 0.0], [0.0, 0.0, 0.0], [0.1, 0.1, 0.0], [0.1, 0.1, 0.1], [0.1, 0.2, 0.1], [0.0, 0.1, 0.1], [0.3, -0.2, -0.2], [0.0, 0.0, 0.0], [-0.4, 0.3, 0.2], [-0.1, 0.1, -0.1], [0.1, -0.1, 0.1], [0.0, 0.1, 0.0], [-0.1, 0.0, 0.0], [0.0, 0.0, 0.0], [0.0, 0.0, 0.0], [0.0, 0.0, 0.0], [-0.1, 0.0, 0.0], [0.0, 0.0, -0.1], [0.0, 0.0, 0.0], [0.0, 0.0, -0.1], [0.0, 0.0, 0.0], [0.0, 0.0, 0.0], [0.0, 0.0, 0.0], [0.0, 0.0, 0.0], [0.0, 0.0, 0.0], [0.0, 0.0, 0.0], [0.0, 0.0, 0.0]]}

=====

Entry 2:
{"formula": "C3H3F3N2O", "method": "ωB97M-V/def2-TZVPD", "e_homo_ev": -9.76, "relative_energy_ev": 0.000, "smiles": "FC(F)(F)N1C=NCO1", "elements": ["F", "C", "F", "F", "N", "C", "N", "C", "O", "H", "H", "H"], "xyz": [[-2.508905, -1.606165, -2.126694], [-2.390325, -1.421432, -0.752853], [-1.871042, -2.541960, -0.208325], [-3.661514, -1.244198, -0.319451], [-1.570000, -0.324937, -0.527797], [-0.260950, -0.393696, -1.303086], [0.646694, 0.061519, -0.575457], [0.134299, 0.476507, 0.719359], [-1.128533, -0.084271, 0.818106], [-0.444271, -0.800813, -2.218122], [0.769527, 0.285869, 1.566376], [-0.016664, 1.562981, 0.451067]], "forces_ev_per_a": [[0.5, 0.2, 1.6], [-1.3, -1.0, -0.3], [-0.8, 0.0, -0.3], [1.2, -0.3, 0.1], [2.2, 1.8, -1.2], [-2.2, 1.4, 5.3], [1.8, -1.1, -1.1], [-0.5, 2.2, -3.3], [-2.1, -1.9, 0.4], [0.7, -0.7, -2.7], [0.0, -0.2, 0.2], [0.4, -0.3, 1.3]]}

=====

Entry 3:
{"formula": "C19H27NO4", "method": "ωB97M-V/def2-TZVPD", "e_homo_ev": -8.52, "relative_energy_ev": 0.522, "smiles": "COc1ccc(CNC(=O)COC(=O)CCC2CCCCC2)cc1", "elements": ["C", "O", "C", "C", "C", "C", "C", "N", "C", "O", "C", "O", "C", "O", "C", "C", "C", "C", "C", "C", "C", "C", "C", "C", "H", "H", "H", "H", "H", "H", "H", "H", "H", "H", "H", "H", "H", "H", "H", "H", "H", "H", "H", "H", "H", "H", "H", "H", "H", "H", "H"], "xyz": [[3.508325, 2.172653, -3.168422], [2.473070, 1.316477, -3.586779], [2.209346, 0.205006, -2.847390], [1.152211, -0.587513, -3.296335], [0.794582, -1.729068, -2.610792], [1.483936, -2.115947, -1.467975], [1.096259, -3.348260, -0.693272], [0.508330, -3.006865, 0.587831], [1.156692, -3.171926, 1.751559], [2.261838, -3.658284, 1.857637], [0.381304, -2.717858, 2.989724], [-0.908269, -2.205843, 2.675300], [-1.263876, -1.022734, 3.216481], [-0.559025, -0.385012, 3.948609], [-2.665168, -0.648525, 2.800438], [-2.781803, 0.830210, 2.419116], [-2.285163, 1.139729, 1.003230], [-0.776662, 0.937249, 0.863471], [-0.302774, 1.274277, -0.546468], [-0.666645, 2.707998, -0.913798], [-2.171716, 2.915716, -0.784753], [-2.637073, 2.582623, 0.629803], [2.536540, -1.327425, -1.026748], [2.902728, -0.177018, -1.702730], [3.313255, 2.580478, -2.171244], [3.528079, 2.986353, -3.891635], [4.477740, 1.664163, -3.171075], [0.625167, -0.281180, -4.185954], [-0.026764, -2.331136, -2.972681], [1.981804, -3.949189, -0.468214], [0.383313, -3.951403, -1.262845], [-0.395180, -2.558874, 0.593549], [0.268719, -3.577713, 3.658119], [0.963076, -1.949211, 3.512207], [-3.301904, -0.843645, 3.667250], [-2.987845, -1.297665, 1.986018], [-3.830676, 1.125173, 2.491815], [-2.214685, 1.418649, 3.142873], [-2.794885, 0.469497, 0.299774], [-0.509405, -0.096875, 1.087033], [-0.261707, 1.573760, 1.586318], [0.776909, 1.131127, -0.611825], [-0.766303, 0.589471, -1.260976], [-0.343867, 2.921087, -1.934850], [-0.147485, 3.397913, -0.244530], [-2.429167, 3.949708, -1.023446], [-2.688177, 2.269399, -1.498429], [-3.716895, 2.730052, 0.706331], [-2.156687, 3.261144, 1.338225], [3.079107, -1.620129, -0.139934], [3.727478, 0.409383, -1.329614]], "forces_ev_per_a": [[0.2, 0.1, 0.1], [-0.2, -0.2, -0.1], [-0.2, -0.2, 0.0], [0.2, 0.3, -0.1], [0.1, 0.0, 0.1], [0.0, -0.1, 0.0], [0.2, 0.0, 0.0], [-0.4, 0.0, -0.3], [-0.6, 0.2, 0.3], [0.4, -0.1, 0.2], [0.6, 0.0, 0.4], [0.0, -0.4, -0.3], [-0.2, 0.2, 0.1], [0.0, 0.0, 0.0], [0.1, 0.3, 0.1], [0.0, -0.2, -0.2], [0.1, 0.3, 0.4], [-0.2, -0.2, -0.3], [0.2, 0.2, 0.2], [-0.2, -0.2, -0.2], [0.1, 0.3, 0.2], [-0.1, -0.3, -0.3], [-0.1, -0.1, -0.1], [0.1, 0.3, -0.1], [0.0, 0.0, 0.0], [0.0, 0.0, 0.1], [0.0, 0.0, 0.0], [-0.1, 0.0, -0.1], [-0.1, -0.1, 0.0], [-0.2, 0.0, -0.1], [0.1, 0.0, 0.0], [0.1, 0.0, 0.1], [0.0, 0.1, -0.1], [-0.1, -0.2, -0.2], [0.0, -0.1, 0.0], [0.0, 0.0, 0.0], [0.0, 0.0, 0.1], [-0.1, 0.1, 0.0], [0.0, 0.0, 0.0], [0.1, 0.0, 0.0], [0.0, 0.0, 0.1], [0.0, -0.1, -0.1], [0.0, -0.1, -0.1], [0.1, 0.1, 0.0], [0.1, 0.1, 0.0], [-0.1, 0.0, -0.1], [-0.1, 0.0, -0.1], [0.0, 0.0, 0.1], [0.0, 0.1, 0.1], [0.1, 0.0, 0.1], [0.1, 0.1, 0.0]]}

=====

Entry 4:
{"formula": "C18H19F3N3V", "method": "ωB97M-V/def2-TZVPD", "e_homo_ev": [-10.89, -10.89], "charge": 1, "spin_multiplicity": 4, "elements": ["V", "F", "F", "C", "C", "C", "C", "C", "C", "H", "H", "H", "H", "H", "F", "C", "C", "C", "C", "C", "C", "H", "H", "H", "H", "H", "C", "C", "N", "H", "H", "H", "C", "C", "N", "H", "H", "H", "C", "C", "N", "H", "H", "H"], "xyz": [[-0.210254, 2.482465, -1.010270], [0.799516, 0.880795, -0.306520], [-3.432124, -3.277695, 3.520320], [-3.260484, -2.946945, 2.221420], [-2.344684, -1.929065, 1.954310], [-2.106684, -1.672885, 0.596410], [-2.724214, -2.396035, -0.421140], [-3.620314, -3.410745, -0.133800], [-3.875994, -3.649855, 1.232550], [-1.992684, -1.205035, 2.674220], [-1.547184, -0.794155, 0.311450], [-2.500704, -2.126415, -1.442780], [-4.025844, -4.030655, -0.919710], [-4.477014, -4.489025, 1.550310], [1.569966, -5.569275, -2.295550], [1.107686, -4.402855, -2.756870], [0.813586, -3.427045, -1.824960], [0.300556, -2.213875, -2.238920], [0.086326, -2.028025, -3.612570], [0.423896, -2.965305, -4.570170], [1.000076, -4.129665, -4.125740], [1.012986, -3.579425, -0.774520], [-0.047724, -1.536095, -1.473600], [-0.335484, -1.072025, -3.885620], [0.250626, -2.725605, -5.608880], [1.337516, -4.888825, -4.815820], [3.195666, 5.842425, -1.189420], [2.415446, 4.601915, -0.944610], [1.839766, 3.612845, -0.712780], [2.578356, 6.655755, -0.807910], [3.259126, 6.071265, -2.253230], [4.105146, 5.907455, -0.592160], [2.388586, 1.322435, 2.512550], [2.995156, 1.382405, 3.861830], [3.393076, 1.372215, 4.954270], [1.639106, 2.110735, 2.442030], [1.775386, 0.436735, 2.346390], [3.139726, 1.465075, 1.735670], [-0.859044, 4.682505, 3.218230], [-0.734754, 3.778845, 2.050030], [-0.611164, 3.085015, 1.105990], [-1.891064, 5.025055, 3.293670], [-0.268894, 5.572145, 2.998360], [-0.560984, 4.178425, 4.137560]], "forces_ev_per_a": [[2.9, -2.0, 2.8], [-1.7, 2.0, -1.3], [-0.4, 0.0, -0.3], [1.4, 0.9, 0.7], [-0.7, 0.4, -1.5], [-0.7, 0.2, 0.5], [0.0, 0.1, -0.1], [0.6, 0.3, 1.3], [-0.4, -1.2, -0.9], [0.2, -0.5, 0.4], [0.5, 0.0, 0.1], [0.0, -0.1, -0.1], [-0.3, 0.0, 0.1], [-0.3, 0.0, -0.1], [0.1, -0.2, -0.4], [0.1, 1.2, -0.4], [0.1, 0.0, 0.4], [-0.4, -0.8, -1.0], [-0.3, 1.2, 1.0], [0.1, 0.7, 0.7], [0.2, -1.7, 0.3], [-0.1, -0.3, 0.1], [0.3, 0.4, -0.2], [-0.2, 0.1, -0.4], [0.2, -0.3, -0.1], [-0.1, -0.1, -0.1], [-1.3, 0.1, 0.5], [0.0, -1.3, 0.4], [-0.2, 2.1, -1.1], [-0.2, 0.1, 0.2], [0.5, -0.5, 0.1], [0.2, -0.5, -0.5], [-0.2, 0.5, 0.5], [0.1, -0.5, 1.2], [-0.5, 0.2, -1.8], [0.3, 0.3, -0.1], [0.6, -0.3, 0.1], [-0.2, -0.2, 0.0], [-0.2, -0.3, -0.8], [0.3, -1.8, -2.3], [-0.6, 2.5, 2.0], [-0.1, -0.2, 0.0], [0.3, -0.1, 0.2], [0.1, 0.1, -0.1]]}

=====

Max |F| for every record listed, in sequence, given in eV/A: 0.8, 5.9, 0.7, 4.5.
Electronic energy for every record listed, in sequence, given in eV: -95286.678, -16337.132, -29822.522, -57276.283.